ORCA calculation (the ωB97M-V functional and the def2-TZVPD basis) on a molecular structure, C17H12BrNO2PdS5Se.

CARTESIAN COORDINATES (ANGSTROEM)
Pd -0.32756 -0.50281 0.35116
O 4.38462 -3.10004 4.69135
C 3.61652 -2.66769 3.85774
S 3.83235 -1.14248 3.00559
C 2.39510 -1.22508 1.99173
C 1.61161 -2.31135 2.15446
S 0.16899 -2.70297 1.24639
S 2.13673 -3.48240 3.35597
S 2.11902 0.09616 0.88640
C 1.49784 2.29179 -1.99142
S 0.01892 1.38722 -1.45113
O -1.13630 2.15679 -1.97173
C 0.23659 -0.01086 -2.56919
C -0.81436 -0.26836 -3.43597
C -0.71953 -1.34914 -4.30208
C 0.41144 -2.15112 -4.29625
C 1.45499 -1.88040 -3.42078
C 1.37760 -0.80723 -2.54783
H 1.42640 2.40582 -3.07154
H 2.39280 1.74288 -1.70145
H 1.47804 3.25945 -1.49486
H -1.69842 0.35309 -3.39592
H -1.54992 -1.57401 -4.95950
H 0.47169 -3.00627 -4.95939
H 2.32542 -2.52478 -3.39271
H 2.15548 -0.63218 -1.81629
Br -2.71797 3.72174 5.12912
C -2.07670 2.49156 3.80502
C -2.66179 2.47961 2.55324
C -2.18668 1.58069 1.60354
C -1.13133 0.70591 1.87653
C -0.57024 0.75954 3.15374
C -1.03746 1.63726 4.12457
H -3.47591 3.15424 2.31811
H -2.65870 1.56633 0.62564
H 0.25783 0.10180 3.40268
H -0.59367 1.66512 5.11269
Se -2.61952 -1.62335 -0.42721
C -3.58276 -0.59593 -1.63540
N -4.21117 0.00144 -2.40503

## Properties
F_max in hartree/bohr: 0.012
Total charge: -2
HOMO energy (alpha / beta) in eV: -0.866 / -1.434
2S+1: 3
E_tot in Eh: -7954.57612
ΔE to the lowest compared entry with this formula, charge and spin in kJ/mol: 0.00

***

ORCA calculation (the ωB97M-V functional and the def2-TZVPD basis) on 2 unconnected molecules or ions with the total composition C17H12F2N2O3.

CARTESIAN COORDINATES (ANGSTROEM)
F 1.99077 2.79041 -4.12373
C 1.84614 2.55746 -2.77315
C 2.68452 3.23591 -1.88594
C 2.55920 2.91512 -0.52670
C 1.65280 1.95092 -0.11109
C 0.79159 1.24285 -1.00614
C -0.14235 0.29475 -0.45223
C -0.99254 -0.56152 -1.21499
C -2.06617 -1.21672 -0.53000
C -3.03740 -1.94838 -1.19438
C -3.06776 -1.97693 -2.59282
C -2.01293 -1.35888 -3.27290
F -2.02261 -1.34630 -4.65267
C -0.91509 -0.81119 -2.62461
C 0.89069 1.62729 -2.37872
H 3.40897 3.96828 -2.25858
H 3.19696 3.42291 0.20073
H 1.59046 1.75041 0.94657
H -0.43165 0.46168 0.61058
H -2.14351 -1.14021 0.54545
H -3.78636 -2.49676 -0.62449
H -3.84987 -2.49110 -3.15345
H -0.03340 -0.52668 -3.21563
H 0.17057 1.28857 -3.12294
C 0.23026 -0.69299 1.77107
C 1.30110 -0.18077 2.64083
O 2.39627 0.27209 2.23012
N 1.13301 -0.22364 4.02518
C 0.17124 -0.94631 4.72749
O 0.09020 -0.97346 5.94008
N -0.68726 -1.62773 3.86603
C -0.65675 -1.63153 2.47149
O -1.37765 -2.47752 1.91392
H 0.70636 -1.23510 0.93594
H 1.81619 0.27665 4.58507
H -1.40399 -2.19159 4.30463

## Properties
F_max in hartree/bohr: 0.075
HOMO energy in eV: -8.206
E_tot in Eh: -1189.91203
ΔE to the lowest compared entry with this formula, charge and spin in kJ/mol: 316.46

***

ORCA calculation (the ωB97M-V functional and the def2-TZVPD basis) on a molecular structure, C17H12N3O4Se2Sn.

CARTESIAN COORDINATES (ANGSTROEM)
Sn -0.61415 0.56121 -0.15325
O -1.11303 -1.48392 -1.03386
C -1.05854 -2.65137 -0.64260
C -0.64231 -3.05941 0.70339
C -0.71766 -4.37718 1.01536
C -0.35284 -4.81459 2.32523
C 0.09176 -3.96367 3.32619
C 0.18639 -2.62361 3.03651
C -0.17767 -2.11848 1.71575
O -0.08365 -0.88258 1.47632
N -0.46533 -6.25806 2.62485
O -0.96549 -6.93375 1.75594
O -0.10686 -6.61148 3.71596
H -1.34784 -3.44921 -1.33519
H -1.05358 -5.12053 0.29956
H 0.35176 -4.37109 4.29430
H 0.52804 -1.91122 3.77551
Se 1.45987 3.08958 -2.47800
Se 0.21070 4.27948 -1.01505
C 1.16758 3.74873 0.56042
C 1.90903 4.65710 1.27980
C 2.49111 4.20380 2.46310
C 2.28610 2.89380 2.85257
C 1.51048 2.06333 2.05314
N 0.94559 2.47426 0.90791
C -0.07450 2.43393 -3.43125
C -0.25497 2.70232 -4.76956
C -1.37951 2.14423 -5.37676
C -2.23326 1.36172 -4.62249
C -1.94360 1.14399 -3.28041
N -0.87605 1.67309 -2.67254
H 2.03998 5.67584 0.93957
H 3.09108 4.87466 3.06469
H 2.71723 2.51228 3.76770
H 1.33622 1.03732 2.34733
H 0.43370 3.32744 -5.32201
H -1.57789 2.32887 -6.42505
H -3.11559 0.91688 -5.06157
H -2.60231 0.52628 -2.68149

## Properties
F_max in hartree/bohr: 0.016
Total charge: +3
HOMO energy (alpha / beta) in eV: -18.767 / -18.660
E_tot in Eh: -6136.22606

***

ORCA calculation (the ωB97M-V functional and the def2-TZVPD basis) on a molecular structure, C17H13MnN2O2Te4.

CARTESIAN COORDINATES (ANGSTROEM)
Mn -0.20197 0.32015 -2.28614
C -2.25815 2.84482 -2.90499
O -1.35799 2.12935 -2.03512
C -1.15157 2.66492 -0.79225
C -1.50877 3.95691 -0.43742
C -1.25176 4.39615 0.85222
C -0.64249 3.55672 1.77672
C -0.29455 2.26635 1.41298
C -0.55317 1.81957 0.12807
N -0.24255 0.50331 -0.35630
N 0.06736 -0.31150 0.56936
C 0.42064 -1.58019 0.30818
C 0.44577 -2.14271 -0.98671
O 0.15068 -1.49437 -2.05098
C 0.80784 -3.52688 -1.13746
C 1.13546 -4.26755 -0.06172
C 1.12806 -3.73450 1.27573
C 1.47255 -4.54024 2.37629
C 1.45741 -4.02811 3.64813
C 1.09198 -2.68804 3.84583
C 0.75482 -1.88602 2.78281
C 0.76798 -2.39374 1.47179
H -3.20192 2.99630 -2.38082
H -2.39314 2.22219 -3.77636
H -1.80464 3.78692 -3.19968
H -1.95413 4.62403 -1.15944
H -1.51528 5.40947 1.12732
H -0.43309 3.90753 2.77863
H 0.18197 1.59557 2.11303
H 0.81413 -3.92948 -2.14070
H 1.41882 -5.30663 -0.19189
H 1.75012 -5.57407 2.20240
H 1.72379 -4.65017 4.49261
H 1.07694 -2.27889 4.84857
H 0.47300 -0.85543 2.94291
Te -1.08942 0.01166 -4.74120
Te 1.56311 0.00155 -4.46417
Te 1.22621 4.28866 -3.32709
Te 1.92596 1.88637 -2.52313

## Properties
F_max in hartree/bohr: 0.014
HOMO energy (alpha / beta) in eV: -7.021 / -7.175
E_tot in Eh: -3138.64056
ΔE to the lowest compared entry with this formula, charge and spin in kJ/mol: 3.31

***

ORCA calculation (the ωB97M-V functional and the def2-TZVPD basis) on a molecular structure, C17H13MnN3O3S.

CARTESIAN COORDINATES (ANGSTROEM)
Mn -0.93562 -0.00018 2.17936
C -1.39277 -2.85394 3.08608
O -1.85038 -1.83752 2.15048
C -2.03908 -2.27714 0.82706
C -2.88719 -3.31899 0.51824
C -3.01853 -3.68149 -0.81438
C -2.31840 -3.00102 -1.80399
C -1.48324 -1.94552 -1.48200
C -1.34350 -1.58165 -0.15002
N -0.56633 -0.48019 0.31118
N 0.25830 0.03068 -0.50501
C 1.08106 1.03101 -0.16898
C 1.21697 1.52186 1.15834
O 0.52077 1.03977 2.15511
C 2.14834 2.54214 1.44232
C 2.90131 3.06331 0.43550
C 2.79880 2.62107 -0.91449
C 3.59338 3.19690 -1.92450
C 3.49384 2.75539 -3.21746
C 2.59718 1.72410 -3.53124
C 1.80896 1.15026 -2.56249
C 1.89471 1.59110 -1.23442
H -2.16650 -3.60625 3.20496
H -1.23557 -2.34963 4.03655
H -0.47214 -3.30269 2.71648
H -3.44115 -3.83036 1.29287
H -3.68075 -4.49320 -1.08060
H -2.43693 -3.28748 -2.83947
H -0.95170 -1.39452 -2.24363
H 2.23834 2.88342 2.46330
H 3.61290 3.84889 0.66124
H 4.28091 3.99125 -1.66302
H 4.10233 3.19754 -3.99391
H 2.52454 1.37396 -4.55226
H 1.12195 0.35727 -2.81827
O -4.38108 2.33471 2.53905
S -3.28392 1.99677 3.41104
N -2.30979 0.99034 2.91100

## Properties
F_max in hartree/bohr: 0.020
Total charge: +1
HOMO energy (alpha / beta) in eV: -11.436 / -11.558
2S+1: 5
E_tot in Eh: -2594.52283
ΔE to the lowest compared entry with this formula, charge and spin in kJ/mol: 22.11

***

ORCA calculation (the ωB97M-V functional and the def2-TZVPD basis) on a single C17H13N5O molecule.

CARTESIAN COORDINATES (ANGSTROEM)
O 1.29929 -0.35076 3.56199
N -3.85985 0.87543 0.73517
N 0.16456 2.49629 -3.32231
N 0.20906 -1.35920 -0.00404
C -2.76074 0.42018 1.18070
C -2.37300 0.69986 2.55220
C -1.19273 0.23581 2.93219
C 0.58200 1.22741 -3.15807
C -0.99146 2.88657 -2.70710
C -0.61587 -0.59263 0.72356
C -0.20747 0.33632 -2.46812
C -1.81657 2.04181 -1.89550
C 3.70541 -2.12036 -0.25952
C 4.16934 -1.60748 0.96907
C -1.41711 0.68088 -1.86656
C 2.43175 -1.94960 -0.67478
C 3.32803 -1.02620 1.95069
C -0.32001 -0.35181 2.03793
C 1.51782 -1.39878 0.28790
C 1.92975 -1.01600 1.57065
N -1.93438 -0.31231 0.29081
N 0.95788 -0.55016 2.40532
C -2.23157 -0.37247 -1.18496
H -4.42702 1.57777 1.20630
H -3.22828 1.18381 3.05887
H -0.90751 0.38238 3.97235
H 1.57830 0.88804 -3.49445
H -1.23828 3.98576 -2.87534
H 0.13478 -0.59609 -2.57684
H -2.70046 2.44243 -1.40561
H 4.45014 -2.58085 -0.89190
H 5.26046 -1.60574 1.13848
H 2.07686 -2.28211 -1.55755
H 3.74338 -0.62250 2.79791
H -3.31510 -0.19116 -1.48353
H -2.00143 -1.47456 -1.54590

## Properties
F_max in hartree/bohr: 0.098
HOMO energy in eV: -8.482
SMILES: [H]/N=c1\ccc2c(nc3ccccc3[n+]2[O-])n1Cc1ccncc1
E_tot in Eh: -1004.51703
ΔE to the lowest compared entry with this formula, charge and spin in kJ/mol: 165.48

***

ORCA calculation (the ωB97M-V functional and the def2-TZVPD basis) on a single C17H13N5O3S molecule.

CARTESIAN COORDINATES (ANGSTROEM)
C -2.89111 -0.31724 -3.02196
H -3.66199 -0.86604 -2.48003
H -3.20560 0.71397 -3.17464
H -2.68500 -0.80363 -3.97688
O -1.71221 -0.28980 -2.22360
C -0.68611 -1.04168 -2.60549
O -0.62609 -1.68393 -3.62466
C 0.44685 -0.97636 -1.64161
C 0.35396 -0.44422 -0.41127
C -0.93770 0.01828 0.20057
O -1.74627 -0.77640 0.62077
C -1.08743 1.48131 0.33629
C -0.24902 2.37207 -0.33284
C -0.42693 3.73412 -0.18127
C -1.43539 4.21804 0.63846
C -2.27579 3.33817 1.30316
C -2.10622 1.97615 1.15049
H -2.74740 1.27010 1.65650
H -3.06215 3.71724 1.93843
H -1.56694 5.28330 0.75646
H 0.22142 4.42266 -0.70226
H 0.52919 1.99664 -0.98147
C 1.52241 -0.44663 0.55832
N 2.71008 -0.80856 -0.17359
C 2.75869 -1.34532 -1.42236
N 4.01382 -1.60217 -1.71598
N 4.71194 -1.22398 -0.64755
N 3.97802 -0.75860 0.26599
N 1.62916 -1.48417 -2.15002
H 1.63968 -1.87004 -3.08244
C 1.24222 -1.41959 1.66648
C 0.98583 -1.14895 2.97481
C 0.71244 -2.31261 3.72593
C 0.76244 -3.44112 2.97467
S 1.13854 -3.11565 1.33330
H 0.60220 -4.45520 3.28210
H 0.49090 -2.30464 4.77768
H 0.99359 -0.15581 3.38744
H 1.66598 0.55029 1.00212

## Properties
F_max in hartree/bohr: 0.035
HOMO energy in eV: -8.861
SMILES: COC(=O)C1=C(C(=O)c2ccccc2)[C@@H](c2cccs2)n2nnnc2N1
E_tot in Eh: -1553.27763
ΔE to the lowest compared entry with this formula, charge and spin in kJ/mol: 120.13